# C28H58N7O5P

5 unconnected molecules or ions with the total composition C28H58N7O5P at a distorted geometry (wB97M-V/def2-TZVPD, the OMol25 dataset).

```
99
Properties=species:S:1:pos:R:3:forces:R:3:lowdin_charge:R:1
C -4.55441 3.10471 -0.75140 0.7 -0.4 -0.1 -0.06
C -3.72112 2.38257 -1.81783 -1.0 0.8 0.7 -0.28
O -2.92519 3.36409 -2.43902 0.4 -0.7 0.4 -0.16
C -1.68726 2.86922 -2.95985 -0.4 1.0 -0.5 -0.17
C -0.54886 3.81828 -2.57012 0.6 -0.8 -1.1 -0.28
O 0.42588 3.18884 -1.76731 -1.0 0.1 0.7 -0.37
P 0.23435 3.58345 -0.06033 1.8 0.0 0.5 0.89
C 1.15163 1.98424 0.25939 0.1 0.2 -1.0 -0.19
C 0.28890 0.74831 0.01523 0.0 0.4 1.0 -0.20
O 1.10685 -0.34112 -0.44726 -0.8 0.8 0.0 0.00
C 1.28096 -1.30211 0.46143 -1.5 0.8 -0.1 -0.38
O 2.25683 -1.93253 0.46733 2.8 -2.2 0.0 0.12
C 0.11506 3.92780 1.81684 -1.0 -0.3 0.5 -0.26
C -0.86990 3.01042 2.60489 0.3 1.0 0.6 -0.46
C -0.16781 2.08219 3.58646 -0.3 -0.6 -0.7 -0.05
O -1.75822 2.25133 1.79368 0.2 -0.6 -0.3 -0.07
C 1.26079 5.12569 -0.30128 -0.5 -0.3 -0.3 -0.16
C 0.52579 6.50963 -0.36118 1.1 0.6 0.8 -0.67
N 1.26668 7.40812 0.54247 -0.1 -0.4 -0.1 0.07
N 0.72555 7.06395 -1.70582 -0.7 -0.1 0.0 0.08
N -0.87398 6.55400 0.04212 -0.2 0.2 -0.7 0.08
H -5.23912 2.42346 -0.25319 -0.2 0.0 -0.1 0.08
H -5.07451 3.94066 -1.20228 -0.2 0.1 0.1 0.07
H -3.85362 3.46781 0.00132 -0.1 0.3 0.1 0.05
H -4.42767 1.92897 -2.51718 0.3 -0.3 -0.2 0.12
H -3.11980 1.63104 -1.30496 0.1 -0.3 -0.3 0.11
H -1.77675 2.87747 -4.04766 0.0 -0.1 -0.1 0.12
H -1.47256 1.84251 -2.66734 0.0 0.0 0.3 0.11
H -0.05422 4.08733 -3.50219 0.2 0.3 0.0 0.12
H -0.94514 4.75133 -2.16685 -0.2 0.0 0.2 0.06
H -1.16443 3.66662 -0.23374 0.1 0.0 -0.1 0.06
H 1.92355 1.96334 -0.50767 0.1 0.1 -0.1 0.10
H 1.67004 1.97908 1.21065 -0.2 -0.1 0.3 0.08
H -0.13868 0.45937 0.97345 -0.3 -0.1 0.0 0.09
H -0.53061 0.97589 -0.65701 0.1 -0.3 -0.4 0.10
H 0.48639 -1.52382 1.18436 -0.5 0.6 -0.1 0.15
H -0.17215 4.95460 2.04243 0.0 0.2 -0.3 0.06
H 1.09426 3.81358 2.27899 0.3 0.0 -0.2 0.07
H -1.49197 3.65467 3.23312 -0.1 0.1 0.0 0.13
H 0.05858 2.58365 4.51991 0.0 0.1 0.1 0.08
H 0.75330 1.66575 3.18109 0.1 0.0 0.0 0.06
H -0.84605 1.24718 3.76028 0.0 0.0 0.4 0.08
H -2.35624 2.84006 1.33022 -0.1 0.1 0.0 0.05
H 2.04738 5.12434 0.45021 -0.2 0.1 0.4 0.08
H 1.77555 5.01644 -1.24114 0.0 -0.1 -0.3 0.08
H 1.48984 6.91555 1.39759 0.0 0.2 0.1 0.06
H 0.67887 8.20432 0.76238 0.0 0.1 0.0 0.07
H -0.17162 7.05937 -2.18464 0.1 -0.1 -0.2 0.03
H 0.97033 8.04080 -1.60318 0.1 0.0 0.0 0.07
H -1.46615 5.83591 -0.35088 -0.1 0.0 0.1 0.05
H -1.01533 6.69582 1.02703 0.0 -0.3 0.1 0.06
C -5.13145 7.68996 -2.49240 0.0 0.0 0.0 -0.11
C -4.02261 8.71983 -2.30398 -0.2 -0.1 0.1 -0.26
C -3.08586 8.81372 -3.51259 0.0 -0.2 0.2 -0.18
C -2.43019 7.52215 -3.75099 -0.6 1.6 0.1 -0.22
N -1.91544 6.52430 -3.92459 0.7 -1.4 -0.2 0.19
H -4.72599 6.68317 -2.61016 0.0 0.0 -0.1 0.06
H -5.78982 7.67673 -1.62332 0.0 0.0 0.0 0.07
H -5.73680 7.92037 -3.37154 0.0 0.0 0.0 0.08
H -3.44419 8.46547 -1.41293 0.1 0.1 0.0 0.10
H -4.46834 9.70070 -2.12773 0.1 0.0 0.0 0.11
H -2.31793 9.56793 -3.33971 0.1 0.0 -0.1 0.12
H -3.63983 9.09614 -4.40877 0.0 0.0 0.0 0.12
C 4.57358 -3.72689 1.54417 0.1 -0.1 0.1 -0.12
C 4.97734 -5.02883 0.86176 0.0 0.3 0.0 -0.25
C 4.61862 -6.27133 1.68364 0.4 0.3 0.0 -0.20
C 5.30693 -6.23974 2.98248 -0.9 -0.3 -1.4 -0.25
N 5.83977 -6.21550 3.98598 0.7 0.1 1.4 0.14
H 5.09976 -3.59311 2.49179 0.0 -0.1 0.0 0.07
H 4.81767 -2.87448 0.91227 -0.1 0.0 0.0 0.07
H 3.50239 -3.70260 1.73914 0.0 0.1 0.0 0.06
H 6.05248 -5.01541 0.66998 0.0 -0.1 0.0 0.11
H 4.47912 -5.09316 -0.10765 0.0 -0.1 0.0 0.11
H 4.90893 -7.17759 1.15429 -0.1 -0.1 0.1 0.09
H 3.54201 -6.31291 1.85541 0.0 0.0 0.0 0.10
C 2.31653 -10.47443 3.96067 0.0 0.0 0.0 -0.11
C 1.89766 -9.02079 3.77271 0.1 -0.2 0.2 -0.26
C 1.39870 -8.72286 2.35391 0.3 0.0 0.2 -0.18
C 2.46224 -8.98977 1.37438 -1.9 0.4 1.3 -0.26
N 3.28061 -9.20201 0.62118 1.5 -0.4 -1.4 0.16
H 3.15374 -10.73670 3.31196 0.0 0.0 0.0 0.07
H 2.63472 -10.64815 4.98851 0.0 0.0 0.0 0.07
H 1.48865 -11.15269 3.74329 0.0 0.0 0.0 0.08
H 2.74378 -8.37119 4.00847 -0.1 0.1 0.0 0.11
H 1.10263 -8.78136 4.48088 0.0 0.1 -0.1 0.11
H 1.09742 -7.67792 2.27112 0.0 0.0 -0.1 0.12
H 0.53361 -9.34248 2.11264 0.0 0.0 -0.1 0.11
C -0.55735 -6.86522 -2.37648 0.0 0.0 0.0 -0.11
C 0.25180 -8.09630 -1.98245 0.0 0.3 -0.1 -0.26
C -0.62509 -9.29709 -1.61730 0.1 0.2 0.1 -0.18
C -1.48358 -8.97002 -0.46956 0.9 -0.6 -1.3 -0.25
N -2.13126 -8.70873 0.42693 -0.8 0.4 1.2 0.15
H -1.18029 -6.51476 -1.55186 0.0 0.0 0.0 0.07
H 0.10716 -6.04647 -2.65303 0.0 0.0 0.0 0.07
H -1.20568 -7.07724 -3.22926 0.0 0.0 0.0 0.08
H 0.89564 -7.84623 -1.13663 0.0 -0.1 0.0 0.10
H 0.90567 -8.37345 -2.81086 0.0 -0.1 0.1 0.11
H -0.00445 -10.15458 -1.35607 -0.1 0.0 0.0 0.12
H -1.25704 -9.58263 -2.45924 0.0 0.0 0.0 0.12
```
Positions in Å, forces in eV/Å.

The value obtained for the HOMO-LUMO gap is 0.3466 Ha. Its highest occupied orbital energy is -9.002 eV. For the total energy, the calculation gives -2202.41689 hartree. The molar mass is 603.79 g mol⁻¹. The charge is 0.

# C7H27NO9

10 unconnected molecules or ions with the total composition C7H27NO9 at a distorted geometry (wB97M-V/def2-TZVPD, the OMol25 dataset).

```
44
Properties=species:S:1:pos:R:3:forces:R:3:lowdin_charge:R:1
C -3.74898 -2.25694 0.24825 -2.4 -1.7 0.3 -0.09
C -3.91635 -1.12876 -0.50393 1.9 0.4 0.7 -0.10
N -2.90908 -0.25765 -0.07088 -0.8 -0.8 -0.8 0.07
C -2.19449 -0.85547 0.92448 0.2 -1.2 0.0 -0.27
C -2.80128 -2.08056 1.26895 1.2 2.2 -0.9 -0.25
C -2.49185 -2.85807 2.49521 0.2 -0.6 0.0 -0.05
C -0.92200 0.47408 2.42439 -0.8 -0.3 0.7 0.03
C -0.88340 -0.38274 1.39232 -0.8 2.4 2.1 -0.12
H -4.36548 -3.16520 0.15299 0.2 0.6 0.1 0.11
H -4.54071 -0.87546 -1.32868 -0.3 0.0 -0.2 0.09
H -2.63297 0.55329 -0.59919 0.4 -0.1 0.2 0.12
H -3.24179 -2.79422 3.27123 -0.6 0.5 0.1 0.07
H -2.52917 -3.92141 2.25727 0.7 -0.2 0.1 0.07
H -1.56701 -2.51807 2.99446 -0.2 -0.5 -0.5 0.08
H -1.84382 0.78110 2.93003 -0.2 -0.3 -0.7 0.07
H -0.13705 0.85834 3.03418 1.3 0.1 -0.3 0.04
H 0.09215 -0.62030 1.01903 0.1 -0.7 -0.6 0.07
H 2.39272 2.27167 0.46476 1.1 -0.7 -0.1 0.04
H 3.59486 2.51701 -0.35723 0.2 -0.2 -0.1 0.04
O 3.27886 1.86145 0.27170 -1.0 0.6 0.5 -0.09
H 2.45977 -4.64115 1.60679 0.1 -0.5 0.6 0.03
H 2.09395 -3.27236 1.67038 -0.2 0.4 0.6 0.00
O 2.24682 -3.99879 2.29918 0.1 0.1 -1.2 -0.08
H 3.20848 -1.25438 -0.89216 0.2 -0.3 -0.5 0.02
H 2.27317 -0.40010 -1.58333 -0.2 0.1 -0.4 0.01
O 2.67377 -1.26523 -1.71386 -0.1 0.2 0.5 -0.08
H 4.87822 0.09813 -1.26382 0.0 0.5 -0.2 0.04
H 4.54993 0.54108 0.23779 -0.1 -0.4 -0.9 0.03
O 4.69870 -0.20465 -0.37879 0.6 -0.6 1.2 -0.08
H -2.13827 2.59743 -3.38460 0.4 -0.5 0.5 0.04
H -0.59880 2.07094 -3.38675 -1.0 -0.1 0.5 0.03
O -1.31719 2.50802 -3.87287 0.6 0.7 -0.9 -0.06
H -0.00500 0.55496 -0.99636 -0.1 0.1 0.2 0.04
H -0.44849 1.99615 -0.60268 0.1 -0.6 -0.3 0.06
O -0.63268 1.25689 -1.21149 0.1 0.6 0.0 -0.05
H -0.32576 4.25305 -2.94515 0.3 -0.9 0.0 0.05
H 0.02987 5.32347 -2.01371 0.3 0.1 0.2 0.07
O 0.31896 4.42518 -2.23346 -1.1 1.2 -0.7 -0.05
H 0.19435 -3.07651 0.29460 0.1 0.4 0.9 0.06
H 0.93916 -2.91564 -0.90199 1.0 0.7 -0.2 0.06
O 0.97434 -2.57179 0.00562 -1.1 -1.2 -0.5 -0.08
H 2.41371 4.41560 -0.02585 0.0 -0.2 0.3 0.07
H 1.15142 4.20731 -0.82763 0.3 -1.1 0.3 0.01
O 1.72846 3.75030 -0.16919 -0.5 1.7 -0.3 -0.08
```
Positions in Å, forces in eV/Å.

The value obtained for the HOMO-LUMO gap is 0.2787 Ha. Its highest occupied orbital energy is -7.721 eV. The energy above the lowest of the compared OMol25 structures with the same formula, charge and spin comes out at 1.872 eV. For the total energy, the calculation gives -1014.76220 hartree. The molar mass is 269.29 g mol⁻¹. The charge is 0.

# C14H29N2O5

4 unconnected molecules or ions with the total composition C14H29N2O5 (wB97M-V/def2-TZVPD, the OMol25 dataset).

```
50
Properties=species:S:1:pos:R:3:forces:R:3:lowdin_charge:R:1
N 0.60471 -4.58377 2.74432 -0.1 0.3 0.1 0.10
C 0.09242 -3.44098 2.07111 -0.1 -0.2 0.1 -0.25
C 0.88564 -2.54655 1.35552 -0.5 0.2 -0.1 0.05
C 0.27570 -1.49058 0.71941 0.6 -0.2 0.1 0.01
N -1.05281 -1.30605 0.79914 0.4 -0.5 0.2 0.15
C -1.85169 -2.14981 1.48630 -0.4 0.1 0.3 -0.16
C -3.32029 -1.84093 1.45770 0.1 -0.5 -0.3 -0.10
C -4.17832 -2.66888 2.40659 0.1 0.4 -0.7 -0.08
C -4.44111 -4.08197 1.96424 -0.1 0.1 0.3 -0.55
O -5.03311 -4.83829 2.66479 -0.3 -0.7 0.5 0.14
O -3.96652 -4.43787 0.75836 0.6 0.2 -0.1 0.11
C -1.28144 -3.22350 2.14534 0.2 0.5 -0.4 0.08
H 1.32040 -4.29793 3.40419 0.1 -0.2 0.0 0.10
H 1.01792 -5.23105 2.08339 0.1 -0.1 0.0 0.11
H 1.95210 -2.67184 1.28510 0.2 0.0 -0.1 0.13
H 0.85382 -0.79299 0.14078 0.0 0.4 -0.2 0.12
H -1.45565 -0.50808 0.32697 -0.1 0.0 0.0 0.19
H -3.64367 -2.08161 0.44331 -0.1 0.1 -0.1 0.14
H -3.48980 -0.77536 1.58895 0.1 0.1 0.2 0.13
H -5.15210 -2.19405 2.46805 -0.2 0.0 0.2 0.14
H -3.78075 -2.72463 3.41357 0.0 0.1 0.2 0.14
H -3.95472 -5.40678 0.76658 -0.3 -0.1 -0.3 0.14
H -1.87698 -3.90547 2.72203 -0.1 -0.1 0.1 0.13
C 0.97695 3.54606 -0.56894 0.1 -0.2 0.0 -0.09
C 1.98981 2.52226 -0.09650 0.0 0.2 -0.2 -0.30
O 1.86994 1.28944 -0.82497 0.0 -0.3 0.1 -0.11
H -0.03850 3.16440 -0.45403 0.0 0.0 0.0 0.07
H 1.06740 4.47248 -0.00149 0.0 0.0 0.0 0.08
H 1.11437 3.77507 -1.62527 0.0 0.1 0.0 0.07
H 1.83696 2.27837 0.95409 0.0 -0.1 0.0 0.11
H 3.00525 2.90837 -0.21508 0.0 0.0 0.1 0.11
H 2.01340 1.49447 -1.75515 -0.1 0.0 0.0 0.09
C 5.50182 -1.05267 -0.99393 -0.1 0.0 0.0 -0.09
C 4.65275 -1.76678 -2.02829 0.0 0.2 0.1 -0.31
O 3.26764 -1.75896 -1.67104 -0.1 -0.1 0.1 -0.10
H 5.38308 -1.51990 -0.01540 0.0 0.0 0.0 0.07
H 6.55682 -1.07875 -1.26716 0.0 0.0 0.0 0.08
H 5.19595 -0.00801 -0.89778 0.0 0.0 -0.1 0.07
H 4.94539 -2.81158 -2.11059 -0.1 0.0 0.0 0.11
H 4.77367 -1.30096 -3.01058 0.1 -0.1 0.0 0.11
H 2.98941 -0.83962 -1.61005 0.0 0.1 0.1 0.04
C -2.13980 6.44526 -1.65369 0.1 -0.1 0.0 -0.09
C -1.37650 6.06947 -2.90959 -0.2 -0.1 0.0 -0.31
O -0.92013 4.71509 -2.86541 0.1 0.1 0.0 -0.10
H -1.51306 6.30661 -0.77171 0.0 0.0 0.0 0.07
H -2.46719 7.48446 -1.68978 0.0 0.0 0.0 0.08
H -3.02179 5.81107 -1.53334 0.0 0.1 0.0 0.07
H -0.48929 6.69013 -3.01865 0.1 -0.1 0.0 0.11
H -2.00272 6.21150 -3.79519 0.0 0.1 0.0 0.11
H -1.69538 4.15170 -2.78623 0.0 0.0 0.0 0.08
```
Positions in Å, forces in eV/Å.

The value obtained for the HOMO-LUMO gap is 0.3100 Ha. Its highest occupied orbital energy is -12.341 eV. For the total energy, the calculation gives -1036.33319 hartree. The molar mass is 305.39 g mol⁻¹. The charge is +1.

# C7H11N

C7H11N in the gas phase at a distorted geometry (wB97M-V/def2-TZVPD, the OMol25 dataset).

```
19
Properties=species:S:1:pos:R:3:forces:R:3:lowdin_charge:R:1
C -1.79747 -0.87710 0.42215 0.1 -0.5 1.3 -0.07
C -0.65080 -0.52273 -0.51673 -1.3 -0.2 0.6 -0.35
C -0.61691 0.94288 -0.82355 -0.3 0.2 -0.9 -0.09
C 0.13649 1.77914 -0.11599 -0.3 -0.8 0.7 -0.08
C 0.74370 1.24462 1.16649 -0.5 0.0 -3.0 -0.07
C 1.04226 -0.04118 1.23674 0.3 -0.8 1.0 -0.05
C 0.72223 -0.89358 0.03360 0.5 -0.5 -0.7 -0.38
H -2.77991 -0.73711 0.00652 -0.3 0.2 -0.6 0.07
H -1.73921 -1.94700 0.71347 0.0 0.5 -0.1 0.09
H -1.78291 -0.26785 1.32945 0.2 -0.1 0.1 0.08
H -0.93532 -1.11733 -1.38948 0.8 0.2 -0.4 0.14
H -1.14539 1.31378 -1.70811 0.2 -0.2 0.2 0.11
H 0.29505 2.76164 -0.54250 0.0 0.3 0.7 0.10
H 0.95351 1.93762 1.89498 0.6 1.3 1.8 0.07
H 1.58428 -0.43942 2.11507 -0.5 0.1 -0.6 0.12
H 0.88086 -1.99183 0.10783 -0.8 0.6 0.9 0.15
H 1.90703 0.38800 -1.11402 -0.2 0.0 0.5 0.07
H 1.43759 -0.93434 -1.87046 0.3 -0.1 0.6 0.09
N 1.74491 -0.59823 -0.94546 1.1 -0.2 -1.9 0.02
```
Positions in Å, forces in eV/Å.

The value obtained for the HOMO-LUMO gap is 0.3575 Ha. Its highest occupied orbital energy is -8.715 eV. The energy above the lowest of the compared OMol25 structures with the same formula, charge and spin comes out at 1.774 eV. For the total energy, the calculation gives -328.02277 hartree. The molar mass is 109.17 g mol⁻¹. The charge is 0.

Which of these has the lowest highest occupied orbital energy? C14H29N2O5

What is the formula in the third record? C14H29N2O5

Repeat the fourth record exactly.
# C7H11N

C7H11N in the gas phase at a distorted geometry (wB97M-V/def2-TZVPD, the OMol25 dataset).

```
19
Properties=species:S:1:pos:R:3:forces:R:3:lowdin_charge:R:1
C -1.79747 -0.87710 0.42215 0.1 -0.5 1.3 -0.07
C -0.65080 -0.52273 -0.51673 -1.3 -0.2 0.6 -0.35
C -0.61691 0.94288 -0.82355 -0.3 0.2 -0.9 -0.09
C 0.13649 1.77914 -0.11599 -0.3 -0.8 0.7 -0.08
C 0.74370 1.24462 1.16649 -0.5 0.0 -3.0 -0.07
C 1.04226 -0.04118 1.23674 0.3 -0.8 1.0 -0.05
C 0.72223 -0.89358 0.03360 0.5 -0.5 -0.7 -0.38
H -2.77991 -0.73711 0.00652 -0.3 0.2 -0.6 0.07
H -1.73921 -1.94700 0.71347 0.0 0.5 -0.1 0.09
H -1.78291 -0.26785 1.32945 0.2 -0.1 0.1 0.08
H -0.93532 -1.11733 -1.38948 0.8 0.2 -0.4 0.14
H -1.14539 1.31378 -1.70811 0.2 -0.2 0.2 0.11
H 0.29505 2.76164 -0.54250 0.0 0.3 0.7 0.10
H 0.95351 1.93762 1.89498 0.6 1.3 1.8 0.07
H 1.58428 -0.43942 2.11507 -0.5 0.1 -0.6 0.12
H 0.88086 -1.99183 0.10783 -0.8 0.6 0.9 0.15
H 1.90703 0.38800 -1.11402 -0.2 0.0 0.5 0.07
H 1.43759 -0.93434 -1.87046 0.3 -0.1 0.6 0.09
N 1.74491 -0.59823 -0.94546 1.1 -0.2 -1.9 0.02
```
Positions in Å, forces in eV/Å.

The value obtained for the HOMO-LUMO gap is 0.3575 Ha. Its highest occupied orbital energy is -8.715 eV. The energy above the lowest of the compared OMol25 structures with the same formula, charge and spin comes out at 1.774 eV. For the total energy, the calculation gives -328.02277 hartree. The molar mass is 109.17 g mol⁻¹. The charge is 0.